Entry 1:
{"formula": "C47H34N2O6PtS4", "method": "ωB97M-V/def2-TZVPD", "energy_ev": -111142.760, "multiplicity": 3, "fmax_ev_per_a": 0.68, "homo_energy_ev": [-7.684, -8.486], "symbols": ["C", "C", "C", "H", "C", "C", "H", "C", "H", "C", "H", "C", "S", "C", "C", "C", "C", "C", "S", "N", "H", "H", "C", "C", "C", "C", "O", "C", "H", "H", "C", "C", "C", "C", "H", "H", "C", "H", "C", "N", "H", "S", "H", "O", "O", "C", "C", "H", "H", "H", "C", "C", "C", "C", "C", "H", "H", "H", "C", "C", "H", "O", "H", "C", "C", "C", "H", "Pt", "H", "C", "H", "C", "C", "C", "C", "H", "C", "O", "H", "H", "C", "S", "H", "H", "O", "C", "H", "C", "H", "C", "H", "C", "H", "H"], "coordinates": [[-2.625, -4.843, 2.603], [-3.595, -4.061, 2.004], [2.598, 2.432, 2.033], [3.417, 5.053, 4.015], [-0.264, 1.756, -2.802], [-4.908, -4.216, 3.976], [4.617, 2.269, -2.667], [-1.964, -1.936, -3.921], [1.304, 1.565, 7.423], [1.790, 0.787, 6.833], [1.805, -0.132, 7.421], [1.158, 0.858, 0.030], [-3.933, -2.452, -0.328], [-0.384, 1.376, 3.772], [0.261, 1.567, 4.988], [-0.797, -2.865, -3.646], [0.001, 4.889, 0.937], [-0.187, 0.190, 3.084], [-1.003, 0.015, 1.522], [-2.334, -1.131, -2.927], [1.249, -0.661, -4.610], [4.067, 2.697, 3.540], [0.761, 2.254, 0.359], [-3.314, -0.243, -3.117], [1.399, 1.443, -5.006], [-4.747, -3.725, 2.687], [-1.143, -6.339, 1.017], [0.113, 0.485, -3.199], [1.878, -1.398, 5.219], [-1.024, 2.148, 3.355], [3.254, 3.152, 2.986], [1.843, 5.064, 2.588], [0.454, -0.206, 0.500], [2.584, -0.697, -1.216], [2.045, -2.776, -0.997], [1.835, 1.682, -7.103], [-2.582, -1.898, -5.159], [0.745, -1.750, 3.049], [3.663, -0.930, -2.112], [-1.964, -4.042, 0.297], [5.198, -0.067, -3.300], [-1.266, -4.991, 1.475], [3.240, 1.837, -6.056], [-0.104, -4.316, 1.985], [-1.677, -1.331, 1.468], [0.621, -0.819, 3.594], [-3.929, -5.012, 4.566], [0.128, 2.499, 5.525], [-5.490, -3.085, 2.225], [-5.800, -3.966, 4.536], [0.948, 0.334, -4.302], [1.083, 0.578, 5.518], [-2.761, -5.334, 3.883], [-0.715, 4.152, 0.039], [1.246, -0.617, 4.810], [-4.074, -5.382, 5.573], [2.829, 1.091, 6.672], [1.333, 3.588, -5.142], [0.990, 2.716, -4.593], [0.766, -1.534, 0.154], [0.310, -2.377, 0.663], [-0.300, -3.464, -4.578], [3.899, -1.953, -2.385], [1.510, 3.003, 1.315], [0.159, 2.881, -3.501], [-0.318, 2.831, -0.249], [-3.567, 0.397, -2.277], [-1.605, -1.944, -0.970], [-0.238, -0.388, -2.653], [1.123, 4.334, 1.605], [-4.754, 0.599, -4.447], [3.031, 1.698, -1.378], [1.809, -1.759, -0.704], [-3.137, -3.601, 0.668], [2.307, 1.287, -6.201], [-0.173, 3.867, -3.191], [-3.608, -0.991, -5.361], [-2.480, 2.845, -1.776], [1.550, 6.088, 2.793], [-1.591, 4.546, -0.462], [2.878, 4.489, 3.264], [-1.374, 1.915, -1.409], [-1.987, -5.939, 4.339], [-4.120, -0.942, -6.313], [-0.393, -2.887, -2.416], [4.053, 1.445, -2.245], [-2.231, -2.578, -5.922], [4.380, 0.115, -2.614], [2.884, 1.407, 1.830], [2.270, 0.629, -0.833], [2.784, 2.717, -1.108], [-3.973, -0.140, -4.325], [-0.287, 5.911, 1.159], [2.552, 0.240, -6.378]], "lowdin_charge": [-0.2123, -0.2188, -0.0127, 0.1032, -0.3556, -0.0583, 0.1076, -0.1970, 0.0769, -0.0456, 0.0805, -0.1638, 0.6758, -0.0726, -0.0342, -0.5981, -0.0097, -0.3706, 1.0398, -0.0511, 0.1236, 0.1061, -0.1631, -0.1362, -0.2592, -0.0126, -0.2665, -0.0825, 0.1198, 0.1165, -0.0673, -0.0324, -0.3280, -0.1450, 0.1333, 0.0827, 0.0211, 0.1152, -0.0183, -0.1478, 0.1053, 0.6548, 0.0801, -0.2924, -0.5702, -0.0374, -0.0615, 0.1164, 0.1117, 0.1069, -0.0098, -0.2623, -0.0264, -0.0490, -0.0228, 0.1074, 0.0839, 0.1165, -0.0330, -0.1383, 0.0745, 0.0719, 0.1211, -0.1127, -0.0522, -0.2881, 0.0991, 0.9766, 0.0649, -0.1543, 0.1139, -0.0059, 0.0078, -0.7890, -0.0430, 0.1193, -0.0333, -0.4951, 0.1133, 0.1072, -0.0747, 0.9802, 0.1236, 0.1116, -0.1617, -0.0592, 0.1247, -0.0679, 0.1233, -0.1069, 0.1232, -0.0292, 0.1169, 0.0775]}

***

Entry 2:
{"formula": "C47H35Cl5FN7NbO3PS2", "method": "ωB97M-V/def2-TZVPD", "charge": 2, "energy_ev": -163702.338, "fmax_ev_per_a": 4.54, "homo_energy_ev": -10.520, "symbols": ["C", "H", "N", "C", "C", "H", "Nb", "H", "C", "C", "C", "C", "Cl", "H", "C", "C", "C", "C", "Cl", "C", "C", "H", "C", "H", "H", "H", "C", "H", "C", "H", "N", "N", "C", "C", "C", "H", "C", "H", "C", "C", "C", "C", "H", "C", "H", "C", "H", "C", "C", "H", "C", "S", "C", "C", "Cl", "H", "N", "C", "C", "C", "C", "H", "H", "H", "C", "O", "H", "H", "C", "S", "C", "H", "O", "O", "F", "N", "H", "H", "H", "N", "H", "H", "N", "C", "C", "H", "Cl", "H", "H", "H", "C", "C", "C", "C", "H", "C", "H", "P", "H", "C", "C", "Cl"], "coordinates": [[-13.415, 11.370, 10.323], [-14.274, 21.828, 4.725], [-4.867, 18.504, 15.239], [-8.672, 16.646, 13.062], [-13.066, 16.606, 17.696], [-8.870, 16.654, 7.064], [-11.694, 15.541, 11.905], [-15.516, 18.817, 19.071], [-13.414, 11.615, 11.704], [-6.514, 16.896, 14.185], [-13.189, 17.131, 14.015], [-12.608, 17.864, 20.494], [-13.156, 13.236, 13.845], [-12.449, 21.065, 9.894], [-13.505, 13.760, 9.922], [-5.599, 17.712, 14.835], [-13.618, 18.196, 13.165], [-13.880, 21.103, 5.456], [-14.010, 15.003, 8.902], [-12.504, 20.994, 5.558], [-6.443, 15.470, 14.417], [-13.973, 22.135, 14.498], [-10.875, 19.707, 9.364], [-7.313, 14.775, 7.982], [-10.728, 13.496, 10.225], [-11.716, 17.469, 19.984], [-8.870, 14.036, 9.270], [-14.429, 19.666, 17.562], [-12.238, 19.054, 21.318], [-15.691, 20.566, 16.409], [-11.240, 17.130, 8.027], [-14.535, 19.479, 14.992], [-13.104, 12.923, 12.163], [-13.383, 18.062, 11.691], [-15.280, 20.639, 15.390], [-14.402, 20.161, 13.024], [-14.154, 19.681, 7.393], [-11.558, 16.876, 7.103], [-10.372, 16.238, 8.562], [-12.807, 19.475, 7.423], [-13.078, 16.340, 16.355], [-13.445, 17.884, 18.182], [-7.776, 18.524, 13.627], [-11.394, 20.953, 9.737], [-11.888, 21.465, 4.750], [-5.334, 14.823, 15.079], [-8.484, 22.570, 10.483], [-11.942, 20.162, 6.486], [-14.876, 18.808, 19.966], [-8.286, 13.145, 9.586], [-14.095, 19.369, 13.690], [-9.892, 14.077, 12.842], [-10.137, 14.290, 9.770], [-14.491, 21.945, 15.450], [-13.335, 9.747, 9.784], [-15.413, 18.104, 20.659], [-10.791, 15.436, 9.590], [-7.477, 14.731, 13.911], [-14.734, 20.419, 6.316], [-9.169, 15.986, 7.915], [-8.656, 15.226, 13.282], [-16.051, 20.730, 14.592], [-10.870, 20.042, 6.460], [-13.118, 20.848, 21.874], [-9.517, 19.432, 9.455], [-12.959, 16.943, 11.110], [-9.038, 18.464, 9.038], [-15.221, 22.728, 15.612], [-14.008, 18.578, 15.857], [-9.923, 17.470, 12.184], [-13.589, 12.442, 9.498], [-12.997, 16.993, 21.128], [-13.623, 19.078, 11.025], [-12.583, 15.985, 13.518], [-12.461, 15.739, 18.607], [-13.656, 18.165, 19.489], [-7.578, 20.191, 9.954], [-13.842, 21.925, 16.309], [-15.294, 20.775, 20.924], [-13.457, 19.940, 21.676], [-14.715, 19.217, 8.150], [-11.472, 19.687, 20.835], [-4.469, 14.485, 15.792], [-13.416, 17.317, 15.403], [-8.311, 14.954, 8.336], [-12.629, 15.399, 16.034], [-13.982, 12.116, 7.849], [-13.866, 19.607, 22.597], [-10.795, 23.060, 10.093], [-11.804, 18.862, 22.290], [-8.668, 20.409, 9.878], [-10.450, 22.012, 9.977], [-9.096, 21.736, 10.123], [-13.919, 18.819, 17.215], [-15.827, 20.423, 6.223], [-12.933, 13.967, 11.167], [-7.478, 13.609, 14.047], [-12.084, 18.493, 8.810], [-13.880, 20.781, 19.830], [-7.639, 17.437, 13.588], [-14.450, 20.161, 20.554], [-13.716, 10.286, 12.720]], "lowdin_charge": [-0.7114, 0.1157, 0.2007, -0.6621, -0.1224, 0.1416, 1.6087, 0.1366, -0.7134, -0.1801, -0.1261, -0.1135, 0.7366, 0.0892, -0.7453, -0.1911, -0.0103, -0.0916, 0.7973, -0.1014, -0.1740, 0.0936, -0.4057, 0.1127, 0.0746, 0.1435, -0.0387, 0.0784, -0.0655, 0.1252, -0.1190, -0.0055, -0.6925, -0.5171, -0.1811, 0.1594, -0.1030, 0.1108, -0.4141, -0.3514, 0.0985, -0.1436, 0.1268, -0.0807, 0.1270, -0.1492, 0.1077, -0.0760, -0.1030, 0.1279, 0.1083, 0.6649, -0.2513, -0.0446, 0.7514, 0.1574, 0.0112, -0.0750, -0.0541, -0.0111, -0.6379, 0.1525, 0.1057, 0.1525, -0.1646, -0.3039, 0.1193, 0.0893, -0.1017, 0.6820, -0.6990, 0.1622, 0.0144, -0.3602, 0.0614, -0.1078, 0.1180, 0.0707, 0.1482, 0.0723, 0.0772, 0.1503, 0.1875, -0.0325, 0.0003, 0.1395, 0.7245, 0.2183, 0.1095, 0.1376, -0.1066, -0.0714, -0.0834, 0.0691, 0.1081, -0.3558, 0.1335, 1.0903, 0.1470, -0.0621, -0.0725, 0.7377]}

***

Entry 3:
{"formula": "C47H35N2O5P2S2W", "method": "ωB97M-V/def2-TZVPD", "charge": 1, "energy_ev": -104595.749, "multiplicity": 3, "fmax_ev_per_a": 1.40, "homo_energy_ev": [-10.329, -11.371], "symbols": ["H", "H", "C", "C", "C", "H", "C", "C", "C", "H", "C", "H", "C", "H", "C", "H", "C", "H", "C", "C", "N", "C", "C", "H", "H", "O", "C", "C", "H", "H", "O", "S", "C", "H", "H", "P", "H", "C", "H", "C", "C", "C", "H", "H", "O", "H", "C", "O", "H", "C", "C", "C", "H", "H", "C", "H", "C", "C", "C", "C", "C", "H", "S", "H", "H", "C", "C", "N", "C", "H", "P", "C", "C", "H", "C", "C", "C", "C", "H", "H", "H", "H", "O", "C", "C", "H", "C", "W", "C", "H", "C", "C", "H", "C"], "coordinates": [[-2.093, 2.140, 4.590], [0.927, 3.435, 1.809], [-2.779, 0.905, 2.208], [-1.086, -4.890, 1.443], [-2.063, -5.367, -0.697], [-2.155, -6.689, 0.988], [-1.938, -1.187, -3.373], [4.783, 2.376, -2.436], [-0.800, 3.045, -2.356], [1.661, 5.154, 3.411], [-4.116, -0.177, -3.169], [-4.391, -1.149, 4.372], [-4.251, -0.435, 3.570], [5.572, -1.461, -2.382], [0.198, 4.618, 4.895], [-2.128, -0.423, 3.777], [3.081, 1.007, 2.268], [-3.219, -0.745, -5.032], [-1.778, -1.135, -1.993], [3.214, -0.554, -0.928], [1.809, 0.679, 2.341], [-3.969, -0.144, -1.786], [2.775, -2.901, -4.329], [-3.751, 2.115, 0.716], [3.529, 1.437, 1.390], [-0.742, -1.304, 1.844], [1.511, 0.217, 3.618], [-1.269, 2.792, 4.324], [0.511, 5.384, 5.592], [2.770, -4.848, -3.431], [2.366, 2.774, -0.537], [0.096, -2.546, 2.070], [-5.348, 0.058, 2.873], [-2.349, 4.117, 0.475], [1.104, -4.267, -1.725], [-1.117, 1.503, 1.810], [3.517, -3.160, -5.073], [0.865, -2.244, -2.417], [6.513, 2.532, -3.691], [1.300, -1.288, -3.337], [6.159, 0.495, -3.113], [0.841, 4.496, 3.668], [0.896, -0.285, -3.311], [-5.021, 0.200, -3.628], [0.003, -3.084, 3.386], [-1.829, -3.865, -2.207], [2.247, -1.615, -4.293], [3.147, -1.723, -0.653], [-0.892, -5.144, 2.476], [-0.876, -3.290, -0.379], [-0.637, 2.683, 3.090], [-1.797, -5.741, 0.610], [2.576, -0.868, -5.004], [-0.670, 3.326, -3.394], [-0.626, -3.681, 0.942], [0.504, -0.090, 3.853], [-0.849, 3.767, 5.223], [1.404, -3.523, -2.450], [-2.973, -0.017, 3.238], [3.997, 1.473, -1.748], [-3.105, -0.703, -3.957], [-6.014, 1.365, 1.307], [3.944, 0.796, 3.688], [-1.346, 3.860, 6.179], [7.019, 0.128, -3.658], [-1.138, 2.336, 0.258], [-0.151, 1.926, -1.872], [2.287, 0.435, -0.527], [-1.609, -4.148, -1.185], [-2.704, -0.592, -0.125], [-0.284, -1.725, -1.117], [5.359, -0.400, -2.406], [5.873, 1.862, -3.131], [-1.166, -1.603, -4.004], [-5.162, 0.977, 1.851], [-1.761, 3.499, -0.194], [4.275, 0.126, -1.734], [-2.807, -0.618, -1.205], [4.557, 3.435, -2.435], [0.495, 1.367, -2.535], [-2.635, -6.021, -1.344], [-4.762, 0.247, -1.161], [1.422, -2.133, 1.592], [2.354, -3.850, -3.411], [-1.594, 3.845, -1.521], [2.561, -0.118, 5.500], [2.550, 0.206, 4.473], [0.569, -0.047, 0.611], [0.428, 3.529, 2.769], [-2.068, 4.735, -1.916], [-3.883, 1.403, 1.519], [-0.307, 1.553, -0.534], [-6.347, -0.273, 3.128], [2.784, 1.704, -0.905]], "lowdin_charge": [0.1018, 0.1015, -0.3413, -0.0304, -0.0396, 0.1172, -0.0775, 0.0096, -0.0466, 0.1122, -0.0623, 0.1125, -0.0569, 0.1255, -0.0650, 0.1022, -0.4461, 0.1102, -0.3474, -0.4346, -0.1581, -0.0570, -0.0614, 0.0960, 0.0791, -0.5273, -0.2392, -0.0694, 0.1100, 0.1126, 0.0978, 0.5109, -0.0609, 0.1182, 0.1118, 1.0612, 0.1108, -0.3579, 0.1101, -0.1151, -0.0515, -0.0599, 0.0851, 0.1101, -0.2410, 0.1185, -0.0594, 0.0969, 0.1191, -0.3108, -0.3338, -0.0405, 0.1145, 0.1118, -0.2601, 0.1037, -0.0656, -0.0676, -0.1037, -0.0972, -0.0615, 0.1111, 1.1211, 0.1100, 0.1095, -0.4124, -0.1098, -0.0492, -0.0664, 0.0915, 1.0693, 0.0068, -0.0528, 0.1020, -0.0688, -0.0673, -0.0995, -0.0877, 0.1245, 0.0782, 0.1166, 0.1006, -0.3628, -0.0526, -0.0550, 0.0874, -0.3380, 1.4189, -0.0914, 0.1090, -0.0842, -0.3393, 0.1111, -0.4549]}